Computed, not measured: a molecular structure, C34H51ClN3O2PRuSTe4 in a non-equilibrium geometry, with ωB97M-V/def2-TZVPD.

energy: -109048.425 eV
charge: -1
frontier orbital gap (alpha / beta): 4.8 / 4.7 eV
multiplicity: 6

The geometry in XYZ format:
```
98
C34H51ClN3O2PRuSTe4 (ωB97M-V/def2-TZVPD)
Ru 0.01 0.22 -0.45
Cl 3.11 -3.85 -5.72
C 2.11 -3.12 -4.50
C 0.99 -3.81 -4.03
C 0.22 -3.24 -3.04
C 0.54 -1.98 -2.49
O -0.22 -1.54 -1.54
C 1.66 -1.27 -3.01
C 2.06 0.04 -2.60
N 1.46 0.80 -1.72
C 1.87 2.09 -1.44
C 2.79 2.83 -2.22
C 3.13 4.12 -1.87
C 2.59 4.73 -0.75
C 1.67 4.04 0.06
C 1.10 4.60 1.22
C 0.27 3.81 2.01
C -0.04 2.53 1.61
N 0.39 2.01 0.44
C 1.29 2.71 -0.30
C 2.44 -1.88 -4.02
H 0.74 -4.79 -4.42
H -0.63 -3.76 -2.63
H 2.95 0.42 -3.08
H 3.21 2.40 -3.11
H 3.83 4.66 -2.49
H 2.88 5.74 -0.47
H 1.35 5.61 1.50
H -0.14 4.18 2.94
H -0.65 1.90 2.26
H 3.30 -1.36 -4.40
Te -2.62 -2.05 2.86
Te -3.16 -3.11 5.24
Te -2.70 -2.74 0.16
Te -1.60 -0.65 0.89
C -2.36 4.12 -0.58
C -2.98 2.96 0.19
C -3.27 1.71 -0.62
S -1.87 0.67 -1.20
O -2.65 -0.41 -1.85
C -1.40 1.72 -2.65
C -1.01 0.85 -3.84
C -2.03 0.92 -4.98
H -2.43 5.03 0.02
H -2.89 4.29 -1.52
H -1.31 3.97 -0.81
H -3.93 3.29 0.62
H -2.34 2.70 1.04
H -3.78 1.91 -1.56
H -3.92 1.04 -0.06
H -0.58 2.36 -2.33
H -2.25 2.35 -2.91
H -0.94 -0.20 -3.54
H -0.03 1.14 -4.21
H -3.00 0.54 -4.66
H -1.69 0.31 -5.82
H -2.15 1.95 -5.32
C 1.11 -3.06 4.24
C 1.90 -1.87 3.70
C 1.12 -0.57 3.96
C 3.21 -1.90 4.50
P 2.31 -1.82 1.77
N 1.38 -0.95 0.85
C 2.45 -3.63 1.20
C 3.29 -4.56 2.08
C 3.00 -3.65 -0.23
C 1.02 -4.17 1.13
C 4.00 -0.93 1.47
C 3.89 0.44 2.15
C 5.26 -1.67 1.90
C 4.12 -0.64 -0.04
H 0.69 -2.78 5.22
H 1.73 -3.93 4.39
H 0.22 -3.37 3.70
H 0.39 -0.73 4.76
H 0.56 -0.27 3.07
H 1.79 0.26 4.21
H 2.94 -1.92 5.56
H 3.84 -1.03 4.35
H 3.78 -2.80 4.28
H 4.30 -4.18 2.26
H 3.39 -5.51 1.56
H 2.81 -4.76 3.03
H 4.08 -3.51 -0.26
H 2.52 -2.89 -0.84
H 2.77 -4.62 -0.69
H 0.56 -4.30 2.10
H 1.02 -5.13 0.61
H 0.43 -3.47 0.53
H 3.97 0.39 3.23
H 2.93 0.90 1.90
H 4.68 1.10 1.79
H 5.26 -1.93 2.96
H 6.13 -1.03 1.71
H 5.40 -2.59 1.32
H 3.19 -0.21 -0.41
H 4.34 -1.53 -0.63
H 4.91 0.09 -0.21
```